(1)
The ion C9H6NO3 with charge -1, computed with ωB97M-V/def2-TZVPD.

Values from the calculation:
Kohn-Sham gap (spin up / spin down): 0.2128 / 0.2127 Ha
LUMO energy (spin up / spin down): 0.125 / 0.125 Eh
E: -626.993266 Eh
SMILES: [N-]=C=C(O)OC(=O)c1ccccc1
spin multiplicity: 1
total charge: -1
strongest force on any atom: 2.532 eV/A

Cartesian coordinates (Å):
C -0.243 -3.000 -1.475
C 1.930 1.933 0.928
C 2.069 0.522 0.867
C 0.753 2.492 0.495
C 0.977 -0.282 0.659
C -0.373 1.746 0.331
C -0.265 0.335 0.444
C -1.049 -1.924 -1.100
C -1.540 -0.465 0.395
N 0.400 -3.849 -1.942
O -1.982 -1.486 -2.038
O -1.467 -1.809 0.277
O -2.582 0.134 0.614
H 2.741 2.729 1.020
H 2.991 0.167 1.269
H 0.716 3.539 0.484
H 0.980 -1.298 0.873
H -1.151 2.228 -0.185
H -2.907 -1.713 -1.914

***

(2)
A cluster of 2 separate species, C44H36O4 in total, computed with ωB97M-V/def2-TZVPD.

Values from the calculation:
Kohn-Sham gap: 0.1099 Ha
LUMO energy: -0.096 Eh
E: -1999.108737 Eh
spin multiplicity: 1
energy above the lowest of the compared OMol25 structures with the same formula, charge and spin: 18.7 kcal/mol
strongest force on any atom: 1.557 eV/A

Cartesian coordinates (Å):
C -4.883 0.908 -3.616
C -4.045 1.446 -2.631
C -2.827 0.837 -2.333
C -2.489 -0.403 -2.928
C -1.347 -1.182 -2.488
C -0.107 -0.519 -2.096
C 1.194 -1.134 -2.514
C 1.306 -2.044 -3.580
C 2.488 -2.759 -3.780
C 3.592 -2.518 -2.946
C 3.531 -1.499 -1.981
C 2.347 -0.786 -1.804
O -0.114 0.521 -1.424
C -1.426 -2.631 -2.364
C -2.790 -3.298 -2.347
C -3.859 -2.786 -1.606
C -5.066 -3.485 -1.553
C -5.210 -4.687 -2.259
C -4.124 -5.214 -2.973
C -2.910 -4.530 -3.001
O -0.444 -3.381 -2.246
C -3.315 -0.892 -3.975
C -4.492 -0.242 -4.319
H -5.840 1.380 -3.850
H -4.337 2.344 -2.082
H -2.140 1.245 -1.590
H 0.463 -2.190 -4.257
H 2.522 -3.518 -4.566
H 4.504 -3.110 -3.065
H 4.391 -1.249 -1.355
H 2.281 0.047 -1.107
H -3.742 -1.832 -1.083
H -5.890 -3.090 -0.956
H -6.160 -5.226 -2.237
H -4.205 -6.165 -3.502
H -2.040 -4.930 -3.523
H -3.014 -1.814 -4.485
H -5.109 -0.645 -5.125
C -2.785 2.310 7.626
O -2.201 3.282 6.727
C -1.273 2.874 5.822
C -0.917 3.795 4.806
C -0.156 3.378 3.737
C 0.356 2.058 3.665
C 1.088 1.618 2.483
C 0.840 2.249 1.235
C 1.648 2.144 0.126
C 1.562 2.936 -1.076
C 2.491 2.703 -2.122
C 2.452 3.440 -3.296
C 1.518 4.477 -3.446
C 0.605 4.738 -2.412
C 0.622 3.985 -1.238
C 2.094 0.561 2.626
C 2.967 0.595 3.745
C 3.952 -0.347 3.931
C 4.108 -1.393 2.989
O 5.104 -2.288 3.235
C 5.434 -3.278 2.230
C 3.245 -1.457 1.868
C 2.271 -0.481 1.689
C 0.111 1.197 4.765
C -0.718 1.572 5.807
H -3.508 2.889 8.203
H -3.299 1.508 7.075
H -2.026 1.875 8.291
H -1.303 4.808 4.866
H 0.088 4.090 2.949
H -0.022 2.918 1.189
H 2.528 1.503 0.210
H 3.247 1.927 -1.977
H 3.176 3.226 -4.083
H 1.513 5.082 -4.354
H -0.108 5.558 -2.509
H -0.070 4.211 -0.424
H 2.884 1.409 4.466
H 4.632 -0.305 4.782
H 6.235 -3.862 2.691
H 4.571 -3.925 2.009
H 5.793 -2.799 1.305
H 3.359 -2.264 1.139
H 1.610 -0.542 0.822
H 0.554 0.201 4.785
H -0.967 0.854 6.589

***

(3)
A structure of composition C5F2O15Sr5Zr, computed with ωB97M-V/def2-TZVPD.

Values from the calculation:
Kohn-Sham gap: 0.2317 Ha
LUMO energy: -0.244 Eh
E: -1719.619028 Eh
spin multiplicity: 1
total charge: +2
strongest force on any atom: 16.644 eV/A

Cartesian coordinates (Å):
Sr -5.825 -11.095 9.324
Sr -4.436 -7.740 4.763
Sr -5.871 -8.177 12.598
Sr -1.078 -5.139 6.633
Sr -2.828 -10.600 11.917
Zr -3.872 -7.860 8.675
F -3.668 -9.795 9.565
F -5.837 -11.160 7.422
C -2.881 -7.355 11.604
O -2.931 -7.365 10.105
O -2.209 -6.594 12.206
O -3.502 -8.296 12.087
C -6.957 -11.238 12.291
O -6.701 -12.179 11.469
O -5.003 -10.534 11.961
O -7.211 -10.290 13.067
C -6.308 -7.998 9.630
O -7.092 -8.414 10.493
O -5.855 -8.669 8.590
O -5.328 -7.019 10.128
C -2.620 -8.589 6.771
O -2.140 -8.598 5.470
O -2.015 -8.078 7.588
O -3.805 -8.816 6.707
C -3.729 -5.820 6.763
O -3.098 -5.791 7.807
O -3.188 -5.549 5.728
O -4.687 -6.521 6.893